Below is 5 unconnected molecules or ions with the total composition C27H70N5O10PS, with properties calculated with ωB97M-V with the def2-TZVPD basis set.

The HOMO energy comes out at -8.6 eV. As for the HOMO-LUMO gap: 9.16 eV. The value obtained for the max |F| is 0.39 eV Å⁻¹.

Each atom is followed by the atoms it is bonded to, with distances in Å.
Geometry (Å):
1 C 0.543 0.146 -2.256  O2 1.416, H9 1.086, H10 1.093, H11 1.095
2 O -0.129 0.488 -3.455  C1 1.416, C3 1.415
3 C -0.853 1.702 -3.402  O2 1.415, C4 1.531, P7 1.829, H12 1.094
4 C -2.147 1.660 -2.586  C3 1.531, N5 1.474, H13 1.094, H14 1.094
5 N -3.334 1.642 -3.460  C4 1.474, S6 1.729, H15 1.015
6 S -3.610 0.157 -4.303  N5 1.729, H16 1.332
7 P 0.142 3.150 -2.893  C3 1.829, O8 1.480, H17 1.403, H18 1.404
8 O -0.532 4.446 -3.129  P7 1.480
9 H 0.881 -0.881 -2.357  C1 1.086
10 H -0.114 0.215 -1.385  C1 1.093
11 H 1.427 0.773 -2.101  C1 1.095
12 H -1.110 1.951 -4.435  C3 1.094
13 H -2.125 0.803 -1.906  C4 1.094
14 H -2.237 2.583 -2.007  C4 1.094
15 H -4.159 1.721 -2.875  N5 1.015
16 H -2.905 0.437 -5.398  S6 1.332
17 H 0.454 2.936 -1.542  P7 1.403
18 H 1.352 2.973 -3.582  P7 1.404
19 C 4.309 -6.469 0.803  O20 1.411, H28 1.088, H29 1.096, H30 1.095
20 O 4.086 -7.108 -0.436  C19 1.411, C21 1.421
21 C 2.791 -7.671 -0.595  O20 1.421, C22 1.511, H31 1.094, H32 1.094
22 C 2.008 -6.946 -1.664  C21 1.511, N23 1.454, H33 1.095, H34 1.100
23 N 1.673 -5.594 -1.244  C22 1.454, C24 1.457, H35 1.012
24 C 1.056 -4.763 -2.270  N23 1.457, C25 1.523, H36 1.091, H37 1.096
25 C 1.861 -4.436 -3.521  C24 1.523, O26 1.415, H38 1.094, H39 1.097
26 O 2.971 -3.592 -3.282  C25 1.415, C27 1.414
27 C 4.171 -4.242 -2.914  O26 1.414, H40 1.094, H41 1.095, H42 1.090
28 H 5.366 -6.212 0.845  C19 1.088
29 H 3.719 -5.552 0.916  C19 1.096
30 H 4.075 -7.133 1.641  C19 1.095
31 H 2.250 -7.647 0.356  C21 1.094
32 H 2.915 -8.716 -0.893  C21 1.094
33 H 1.080 -7.496 -1.850  C22 1.095
34 H 2.601 -6.979 -2.589  C22 1.100
35 H 2.509 -5.138 -0.903  N23 1.012
36 H 0.785 -3.817 -1.800  C24 1.091
37 H 0.122 -5.244 -2.581  C24 1.096
38 H 1.204 -3.882 -4.198  C25 1.094
39 H 2.183 -5.339 -4.055  C25 1.097
40 H 4.256 -5.223 -3.390  C27 1.094
41 H 4.262 -4.374 -1.831  C27 1.095
42 H 4.997 -3.616 -3.250  C27 1.090
43 C 2.696 2.681 0.063  O44 1.412, H52 1.089, H53 1.095, H54 1.096
44 O 2.795 3.707 -0.901  C43 1.412, C45 1.428
45 C 2.261 4.967 -0.492  O44 1.428, C46 1.510, H55 1.094, H56 1.094
46 C 3.356 5.989 -0.304  C45 1.510, N47 1.455, H57 1.094, H58 1.100
47 N 4.198 5.664 0.836  C46 1.455, C48 1.457, H59 1.012
48 C 5.371 6.512 1.002  N47 1.457, C49 1.523, H60 1.093, H61 1.095
49 C 6.426 6.506 -0.096  C48 1.523, O50 1.414, H62 1.093, H63 1.097
50 O 7.126 5.284 -0.219  C49 1.414, C51 1.413
51 C 6.530 4.313 -1.054  O50 1.413, H64 1.094, H65 1.095, H66 1.090
52 H 2.987 1.752 -0.425  C43 1.089
53 H 3.355 2.845 0.923  C43 1.095
54 H 1.670 2.579 0.436  C43 1.096
55 H 1.686 4.846 0.430  C45 1.094
56 H 1.582 5.315 -1.276  C45 1.094
57 H 2.891 6.964 -0.130  C46 1.094
58 H 3.912 6.056 -1.251  C46 1.100
59 H 4.493 4.699 0.766  N47 1.012
60 H 5.862 6.221 1.933  C48 1.093
61 H 5.027 7.544 1.134  C48 1.095
62 H 7.176 7.256 0.166  C49 1.093
63 H 6.007 6.793 -1.069  C49 1.097
64 H 5.989 4.777 -1.884  C51 1.094
65 H 5.838 3.660 -0.512  C51 1.095
66 H 7.331 3.695 -1.460  C51 1.090
67 C -6.297 -3.051 1.569  O68 1.411, H76 1.088, H77 1.096, H78 1.095
68 O -5.250 -3.994 1.501  C67 1.411, C69 1.421
69 C -5.354 -4.941 0.446  O68 1.421, C70 1.511, H79 1.094, H80 1.094
70 C -4.256 -4.736 -0.572  C69 1.511, N71 1.454, H81 1.095, H82 1.100
71 N -4.447 -3.495 -1.306  C70 1.454, C72 1.457, H83 1.012
72 C -3.330 -3.107 -2.158  N71 1.457, C73 1.522, H84 1.091, H85 1.095
73 C -1.999 -2.795 -1.488  C72 1.522, O74 1.418, H86 1.092, H87 1.097
74 O -2.006 -1.600 -0.723  C73 1.418, C75 1.415
75 C -2.456 -1.714 0.613  O74 1.415, H88 1.093, H89 1.095, H90 1.090
76 H -6.156 -2.485 2.487  C67 1.088
77 H -6.293 -2.354 0.722  C67 1.096
78 H -7.275 -3.543 1.601  C67 1.095
79 H -6.336 -4.873 -0.032  C69 1.094
80 H -5.253 -5.939 0.883  C69 1.094
81 H -4.269 -5.569 -1.282  C70 1.095
82 H -3.299 -4.780 -0.031  C70 1.100
83 H -4.635 -2.749 -0.649  N71 1.012
84 H -3.613 -2.204 -2.702  C72 1.091
85 H -3.163 -3.900 -2.895  C72 1.095
86 H -1.274 -2.621 -2.286  C73 1.092
87 H -1.625 -3.629 -0.881  C73 1.097
88 H -2.200 -2.684 1.047  C75 1.093
89 H -3.537 -1.566 0.698  C75 1.095
90 H -1.963 -0.933 1.190  C75 1.090
91 C -0.914 4.064 6.346  O92 1.411, H100 1.088, H101 1.096, H102 1.095
92 O -2.168 4.366 5.774  C91 1.411, C93 1.421
93 C -2.110 5.017 4.512  O92 1.421, C94 1.511, H103 1.094, H104 1.093
94 C -2.647 4.130 3.413  C93 1.511, N95 1.454, H105 1.095, H106 1.100
95 N -1.769 2.994 3.178  C94 1.454, C96 1.456, H107 1.012
96 C -2.283 1.999 2.247  N95 1.456, C97 1.524, H108 1.093, H109 1.096
97 C -3.556 1.250 2.618  C96 1.524, O98 1.413, H110 1.093, H111 1.098
98 O -3.415 0.365 3.710  C97 1.413, C99 1.414
99 C -3.592 0.934 4.993  O98 1.414, H112 1.094, H113 1.094, H114 1.089
100 H -1.102 3.703 7.355  C91 1.088
101 H -0.372 3.291 5.790  C91 1.096
102 H -0.278 4.954 6.403  C91 1.095
103 H -1.082 5.318 4.290  C93 1.094
104 H -2.726 5.919 4.572  C93 1.093
105 H -2.715 4.718 2.492  C94 1.095
106 H -3.669 3.839 3.694  C94 1.100
107 H -1.559 2.549 4.062  N95 1.012
108 H -1.496 1.256 2.092  C96 1.093
109 H -2.450 2.490 1.282  C96 1.096
110 H -3.823 0.623 1.763  C97 1.093
111 H -4.399 1.931 2.789  C97 1.098
112 H -4.325 1.746 4.972  C99 1.094
113 H -2.658 1.323 5.412  C99 1.094
114 H -3.957 0.147 5.651  C99 1.089